{"formula": "C4H11N3", "method": "ωB97M-V/def2-TZVPD", "smiles": "[H]/N=C/CN(C)CN", "max_force_ha_per_bohr": 0.0782, "lumo_energy_ha": 0.0330, "e_tot_ev": -8794.4411, "total_charge": 0, "orbital_gap_ha": 0.349, "symbols": ["H", "N", "C", "C", "N", "C", "C", "N", "H", "H", "H", "H", "H", "H", "H", "H", "H", "H"], "xyz": [[2.38415, -0.17091, -2.58166], [2.21078, -0.42918, -1.61053], [1.01792, -0.75396, -1.37000], [0.57259, -0.99355, 0.04629], [-0.52044, -0.13813, 0.52137], [-1.78439, -0.35103, -0.17746], [-0.11041, 1.33966, 0.65206], [0.17092, 1.38041, 2.05466], [0.23152, -0.79657, -2.13476], [1.42511, -0.83948, 0.71156], [0.25534, -2.03833, 0.13913], [-2.57578, 0.13945, 0.38830], [-1.99733, -1.41859, -0.24544], [-1.78764, 0.05100, -1.19643], [-1.01245, 1.92475, 0.43454], [0.74642, 1.59711, 0.01579], [-0.37756, 0.31517, 2.12713], [1.15125, 1.18219, 2.22544]]}